[1]
Computed, not measured: 12 unconnected molecules or ions with the total composition C20H55N2O14 at a distorted geometry, with ωB97M-V with the def2-TZVPD basis set.

Values from the calculation:
energy	-53262.4362	eV
LUMO	-3.951	eV
highest occupied orbital energy	-11.115	eV
charge	+1
maximum force	2.8	eV Å⁻¹
HOMO-LUMO gap	7.16	eV

Last column: Löwdin charge in e.
Atoms and positions in Å:
1 N -1.765 -0.423 -3.891  0.116
2 O -1.135 0.479 -2.977  -0.008
3 C 0.050 0.039 -2.546  -0.476
4 O 0.363 -1.102 -2.441  0.162
5 C 1.035 1.104 -2.205  -0.063
6 C 1.805 1.629 -3.232  0.069
7 C 2.762 2.577 -2.916  0.033
8 N 2.936 2.979 -1.654  -0.024
9 C 4.007 3.937 -1.362  -0.027
10 C 5.215 3.131 -0.808  -0.301
11 C 6.039 2.453 -1.832  0.021
12 O 5.080 1.772 -0.892  -0.052
13 C 2.176 2.501 -0.652  0.041
14 C 1.203 1.554 -0.902  0.079
15 H -1.081 -0.737 -4.567  0.103
16 H -2.140 -1.197 -3.357  0.102
17 H 1.694 1.286 -4.246  0.137
18 H 3.375 2.995 -3.694  0.151
19 H 4.347 4.407 -2.272  0.100
20 H 3.723 4.626 -0.577  0.137
21 H 5.727 3.559 0.040  0.127
22 H 5.643 2.352 -2.831  0.099
23 H 6.897 1.870 -1.546  0.122
24 H 2.403 2.890 0.324  0.156
25 H 0.618 1.157 -0.091  0.127
26 C 3.899 -1.162 -4.720  -0.124
27 O 4.083 0.255 -4.827  -0.146
28 H 2.968 -1.336 -4.185  0.067
29 H 3.834 -1.620 -5.708  0.084
30 H 4.717 -1.619 -4.160  0.084
31 H 4.907 0.406 -5.298  0.079
32 C -5.585 1.201 -3.248  -0.160
33 O -4.331 1.753 -2.841  -0.131
34 H -6.341 1.970 -3.107  0.078
35 H -5.556 0.909 -4.297  0.066
36 H -5.839 0.331 -2.641  0.074
37 H -3.669 1.070 -2.966  0.026
38 C 6.154 4.423 3.483  -0.136
39 O 5.270 3.901 2.485  -0.147
40 H 6.691 5.258 3.042  0.079
41 H 5.595 4.778 4.350  0.080
42 H 6.873 3.665 3.799  0.081
43 H 4.797 3.163 2.879  0.073
44 C -0.866 -1.569 0.730  -0.153
45 O -0.805 -2.721 -0.100  -0.113
46 H -1.110 -1.884 1.741  0.080
47 H 0.106 -1.060 0.737  0.067
48 H -1.643 -0.886 0.369  0.081
49 H -0.587 -2.417 -0.986  0.036
50 C 0.097 -4.463 3.753  -0.159
51 O 0.632 -4.795 2.469  -0.126
52 H 0.224 -5.316 4.411  0.073
53 H 0.628 -3.610 4.171  0.063
54 H -0.970 -4.232 3.664  0.070
55 H 0.511 -4.026 1.906  0.042
56 C 4.379 7.300 -2.919  -0.132
57 O 4.583 6.118 -3.700  -0.148
58 H 4.175 6.992 -1.897  0.068
59 H 5.271 7.929 -2.927  0.085
60 H 3.528 7.872 -3.294  0.084
61 H 4.765 6.395 -4.602  0.082
62 C -6.887 -2.168 -4.973  -0.130
63 O -5.601 -1.672 -4.590  -0.148
64 H -7.613 -1.375 -4.820  0.062
65 H -6.887 -2.451 -6.027  0.081
66 H -7.165 -3.029 -4.361  0.081
67 H -4.966 -2.379 -4.730  0.067
68 C -4.024 -5.747 4.257  -0.161
69 O -3.118 -6.077 5.306  -0.133
70 H -4.687 -4.961 4.611  0.077
71 H -3.481 -5.386 3.379  0.068
72 H -4.621 -6.620 3.984  0.076
73 H -2.542 -6.771 4.975  0.070
74 C 1.536 -3.438 7.655  -0.135
75 O 0.554 -3.755 6.666  -0.139
76 H 2.184 -2.669 7.238  0.078
77 H 1.068 -3.064 8.568  0.046
78 H 2.139 -4.317 7.897  0.082
79 H -0.017 -4.435 7.036  0.079
80 C -9.683 0.690 -5.577  -0.167
81 O -9.909 -0.464 -6.380  -0.129
82 H -9.888 0.430 -4.541  0.078
83 H -8.642 1.017 -5.664  0.070
84 H -10.343 1.510 -5.871  0.077
85 H -9.723 -0.220 -7.290  0.073
86 C -0.088 -1.976 11.824  -0.147
87 O 0.419 -2.253 10.520  -0.144
88 H 0.087 -2.856 12.436  0.079
89 H 0.429 -1.125 12.273  0.076
90 H -1.162 -1.774 11.793  0.077
91 H 0.268 -1.479 9.971  0.072

[2]
Computed, not measured: 2 unconnected molecules or ions with the total composition C7H7BBr2F4IO3, with ωB97M-V with the def2-TZVPD basis set.

Values from the calculation:
energy	-173254.6798	eV
LUMO	2.142	eV
highest occupied orbital energy	-6.800	eV
charge	-1
maximum force	0.9	eV Å⁻¹
HOMO-LUMO gap	8.94	eV

Last column: Löwdin charge in e.
Atoms and positions in Å:
1 C 1.087 -2.283 1.875  -0.116
2 C 2.007 -1.396 1.077  -0.770
3 Br 3.835 -1.596 1.482  0.741
4 C 1.596 -0.550 0.144  -0.662
5 Br 2.694 0.603 -0.837  0.936
6 C 0.160 -0.441 -0.269  -0.528
7 O -0.229 -0.779 -1.348  0.102
8 O -0.659 0.126 0.658  -0.002
9 C -1.852 -0.576 0.976  -0.164
10 C -3.064 -0.201 0.092  -0.160
11 C -3.531 -1.350 -0.770  -0.858
12 O -4.065 -2.313 -0.325  0.002
13 I -3.235 -1.208 -2.890  0.835
14 H 1.583 -2.607 2.788  0.057
15 H 0.200 -1.726 2.178  0.067
16 H 0.817 -3.182 1.316  0.093
17 H -1.704 -1.659 0.958  0.126
18 H -2.077 -0.294 2.002  0.130
19 H -2.877 0.707 -0.477  0.113
20 H -3.910 -0.017 0.761  0.122
21 B 2.641 4.155 -1.879  -1.281
22 F 2.444 4.027 -0.487  0.052
23 F 1.427 3.921 -2.551  0.069
24 F 3.115 5.446 -2.176  0.073
25 F 3.598 3.192 -2.296  0.021

[3]
Computed, not measured: 2 unconnected molecules or ions with the total composition C7H10N2 at a distorted geometry, with ωB97M-V with the def2-TZVPD basis set.

Values from the calculation:
energy	-10396.1089	eV
LUMO	0.952	eV
highest occupied orbital energy	-8.731	eV
energy above the lowest of the compared OMol25 structures with the same formula, charge and spin	126.9	kcal/mol
maximum force	2.6	eV Å⁻¹
HOMO-LUMO gap	9.68	eV

Last column: Löwdin charge in e.
Atoms and positions in Å:
1 C -1.996 -1.174 -0.111  -0.098
2 C -2.184 -0.595 1.279  -0.098
3 C 0.433 2.071 0.487  -0.097
4 C 0.575 1.500 -0.910  -0.096
5 C 3.082 -1.440 -0.477  -0.063
6 C -1.243 0.008 0.328  -0.196
7 C -0.337 0.895 0.069  -0.194
8 N 3.292 -0.531 0.358  -0.223
9 N 3.462 0.307 1.095  0.209
10 H -1.472 -2.114 -0.203  0.094
11 H -2.794 -1.054 -0.829  0.096
12 H -3.104 -0.072 1.498  0.098
13 H -1.792 -1.149 2.120  0.097
14 H 1.256 1.931 1.175  0.076
15 H -0.087 3.008 0.614  0.097
16 H 0.146 2.044 -1.741  0.099
17 H 1.494 0.986 -1.146  0.072
18 H 3.636 -1.456 -1.395  0.063
19 H 2.372 -2.213 -0.254  0.063

[4]
Computed, not measured: a molecular structure, C16H13ClCoF5O7PSSe, with ωB97M-V with the def2-TZVPD basis set.

Values from the calculation:
energy	-180345.9200	eV
LUMO (spin up / spin down)	4.149 / 4.149	eV
highest occupied orbital energy (spin up / spin down)	-2.190 / -2.389	eV
charge	-2
maximum force	0.7	eV Å⁻¹
2S+1	4
HOMO-LUMO gap (spin up / spin down)	6.34 / 6.54	eV

Last column: Löwdin charge in e.
Atoms and positions in Å:
1 Co 1.064 -0.903 -0.725  0.557
2 Cl -5.068 0.399 -3.454  0.570
3 C -3.318 0.210 -3.540  -0.678
4 C -2.740 -0.976 -3.120  -0.107
5 C -1.356 -1.103 -3.155  -0.022
6 C -0.563 -0.068 -3.638  -0.137
7 C -1.169 1.096 -4.087  -0.028
8 C -2.548 1.258 -4.021  -0.129
9 C 0.951 -0.207 -3.695  -0.609
10 O 1.506 0.154 -4.737  0.002
11 O 1.517 -0.714 -2.665  -0.118
12 H -3.360 -1.778 -2.734  0.104
13 H -0.892 -1.999 -2.759  0.094
14 H -0.544 1.892 -4.477  0.115
15 H -3.021 2.178 -4.344  0.090
16 O 1.053 -4.373 0.906  -0.499
17 Se 0.128 -3.057 0.727  0.772
18 O 0.940 -1.663 1.201  -0.533
19 O -0.109 -2.668 -0.883  -0.518
20 O -1.296 -3.168 1.517  -0.518
21 C -2.780 -0.354 0.921  -0.158
22 P -1.467 0.815 0.595  0.559
23 C -0.583 1.040 2.137  -0.166
24 C -2.278 2.393 0.265  -0.174
25 O -0.612 0.456 -0.575  -0.382
26 H -3.328 -0.073 1.824  0.053
27 H -2.331 -1.346 1.065  0.024
28 H -3.453 -0.373 0.060  0.050
29 H -1.281 1.320 2.932  0.053
30 H 0.170 1.816 1.992  0.041
31 H -0.084 0.095 2.368  0.045
32 H -2.949 2.682 1.078  0.045
33 H -2.839 2.304 -0.669  0.045
34 H -1.497 3.146 0.140  0.053
35 F 4.638 -0.551 5.292  0.091
36 C 4.171 -0.220 4.082  -0.168
37 C 4.254 -1.106 3.033  -0.151
38 F 4.821 -2.302 3.240  0.103
39 C 3.769 -0.763 1.790  -0.268
40 F 3.902 -1.658 0.823  0.093
41 C 3.187 0.475 1.515  -0.564
42 S 2.583 0.906 -0.056  0.659
43 C 3.124 1.338 2.607  -0.261
44 F 2.576 2.555 2.478  0.048
45 C 3.603 1.011 3.863  -0.162
46 F 3.510 1.884 4.882  0.083